# 1
# C5H13N

A cluster of 2 separate species, C5H13N in total in a non-equilibrium geometry (the ωB97M-V functional and the def2-TZVPD basis, the OMol25 dataset).

Geometry (Å):
C1 2.087 1.520 -0.449
C2 2.426 0.188 0.105
C3 2.394 -0.933 -0.627
H1 1.763 1.386 -1.483
H2 2.872 2.229 -0.192
H3 1.179 1.983 -0.034
H4 2.796 0.004 1.111
H5 2.719 -1.932 -0.386
H6 2.001 -0.806 -1.636
C4 -1.596 0.426 -0.420
N1 -2.789 -0.224 0.126
C5 -2.350 -1.309 1.047
H7 -0.913 0.763 0.378
H8 -1.896 1.221 -1.101
H9 -0.873 -0.187 -0.974
H10 -3.189 0.456 0.756
H11 -1.843 -0.929 1.941
H12 -3.198 -1.944 1.291
H13 -1.591 -1.914 0.549

Properties
SMILES string: C=CC.CNC
E_LUMO (eV): 1.058
Total charge: 0

***

# 2
# C5H13N2

A cluster of 2 separate species, C5H13N2 in total (the ωB97M-V functional and the def2-TZVPD basis, the OMol25 dataset).

Geometry (Å):
N1 0.574 -1.519 1.872
C1 0.531 -1.970 0.649
N2 1.471 -1.759 -0.239
H1 1.288 -0.868 2.169
H2 -0.203 -1.673 2.509
H3 -0.342 -2.524 0.343
H4 1.307 -2.036 -1.197
H5 2.132 -1.007 -0.110
C2 -0.597 1.248 0.154
C3 -0.489 0.891 -1.118
C4 -1.534 0.129 -1.876
C5 0.395 2.113 0.879
H6 -1.523 1.015 0.676
H7 0.414 1.162 -1.662
H8 -2.412 -0.061 -1.263
H9 -1.848 0.670 -2.766
H10 -1.150 -0.834 -2.226
H11 1.243 2.336 0.233
H12 0.789 1.629 1.776
H13 -0.046 3.056 1.198

Properties
E_LUMO (eV): -3.796
Total charge: +1

***

# 3
# C5H13N2

A cluster of 2 separate species, C5H13N2 in total in a non-equilibrium geometry (the ωB97M-V functional and the def2-TZVPD basis, the OMol25 dataset).

Geometry (Å):
C1 0.107 2.047 -0.355
C2 0.151 0.744 -0.197
C3 1.642 -0.407 1.318
C4 1.633 -0.959 -1.057
C5 -2.534 -0.674 -0.396
N1 1.478 0.104 -0.053
N2 -3.270 -0.094 0.517
H1 0.983 2.698 -0.382
H2 -0.833 2.558 -0.463
H3 0.871 -1.147 1.518
H4 2.622 -0.864 1.446
H5 1.533 0.412 2.026
H6 1.507 -0.536 -2.050
H7 2.616 -1.418 -0.985
H8 0.868 -1.715 -0.895
H9 -2.381 -0.201 -1.346
H10 -2.115 -1.651 -0.212
H11 -3.434 -0.529 1.417
H12 -3.660 0.824 0.362
H13 2.218 0.808 -0.213

Properties
E_LUMO (alpha / beta) (eV): -4.215 / -4.214
Total charge: +1

***

# 4
# C5H13N2

The ion C5H13N2 with charge +1 in a non-equilibrium geometry (the ωB97M-V functional and the def2-TZVPD basis, the OMol25 dataset).

Geometry (Å):
C1 0.435 -0.716 -3.187
C2 -0.136 -0.851 -1.724
C3 0.471 0.318 -0.884
C4 0.111 0.209 0.568
C5 -0.827 -0.408 1.256
N1 -1.130 0.068 2.585
N2 0.945 1.177 1.429
H1 0.890 0.269 -3.215
H2 0.944 -1.621 -3.508
H3 -0.435 -0.589 -3.825
H4 -0.071 -1.685 -1.027
H5 -1.181 -0.577 -1.881
H6 1.557 0.275 -1.000
H7 -0.059 1.232 -1.150
H8 -1.318 -1.291 0.861
H9 -1.306 -0.777 3.116
H10 -2.014 0.564 2.546
H11 1.601 1.670 0.823
H12 1.308 0.587 2.178
H13 0.326 1.788 1.962

Properties
SMILES string: CCC/C([NH3+])=C/N
E_LUMO (eV): -3.312
Total charge: +1

***

# 5
# C5H13N2

The ion C5H13N2 with charge +1 in a non-equilibrium geometry (the ωB97M-V functional and the def2-TZVPD basis, the OMol25 dataset).

Geometry (Å):
C1 -2.636 -0.832 0.066
C2 -1.132 -1.013 -0.022
C3 -0.420 0.202 0.710
C4 0.969 -0.016 0.875
C5 2.001 0.975 0.624
N1 1.936 1.732 -0.586
N2 -0.673 -1.196 -1.400
H1 -2.948 0.186 -0.184
H2 -3.185 -1.544 -0.530
H3 -2.941 -0.940 1.111
H4 -0.857 -1.880 0.565
H5 -0.890 0.308 1.698
H6 -0.575 1.144 0.174
H7 0.297 -1.513 -1.366
H8 1.307 -0.760 1.598
H9 1.908 1.656 1.483
H10 3.013 0.553 0.700
H11 1.632 2.685 -0.579
H12 2.323 1.351 -1.430
H13 -0.598 -0.285 -1.849

Properties
E_LUMO (eV): -6.927
Total charge: +1

***

# 6
# C5H13N2

A cluster of 2 separate species, C5H13N2 in total (the ωB97M-V functional and the def2-TZVPD basis, the OMol25 dataset).

Geometry (Å):
N1 -1.728 -1.607 2.535
C1 -1.232 -1.209 1.388
N2 -0.001 -1.373 1.003
H1 -1.184 -1.960 3.310
H2 -2.723 -1.522 2.675
H3 -1.896 -0.673 0.715
H4 0.319 -0.858 0.173
H5 0.680 -1.845 1.580
C2 0.681 1.292 -0.564
C3 0.571 0.488 -1.615
C4 -0.607 0.440 -2.539
C5 1.896 1.399 0.317
H6 -0.111 1.990 -0.309
H7 1.435 -0.113 -1.900
H8 -0.278 0.594 -3.564
H9 -1.098 -0.536 -2.518
H10 -1.364 1.178 -2.284
H11 2.579 0.559 0.169
H12 1.605 1.456 1.364
H13 2.456 2.301 0.064

Properties
E_LUMO (eV): -3.523
Total charge: +1

***

# 7
# C5H13N2

A structure of composition C5H13N2 in a non-equilibrium geometry (the ωB97M-V functional and the def2-TZVPD basis, the OMol25 dataset).

Geometry (Å):
C1 -1.992 0.471 0.882
C2 -1.947 -0.357 -0.371
C3 -0.572 -1.124 -0.596
C4 0.578 -0.158 -0.421
N1 0.608 0.682 0.787
C5 1.610 -0.736 0.756
N2 2.432 -1.590 -0.129
H1 1.713 -0.952 1.922
H2 -2.523 0.069 1.690
H3 -2.262 1.539 0.548
H4 -1.946 0.358 -1.303
H5 -2.767 -1.046 -0.392
H6 -0.416 -1.772 0.300
H7 -0.395 -1.779 -1.427
H8 -0.520 0.429 1.025
H9 1.277 0.081 -1.259
H10 0.881 4.411 -1.577
H11 2.520 -0.370 0.226
H12 3.139 -2.231 0.135
H13 0.582 4.075 -0.795

Properties
E_LUMO (eV): -6.990
Total charge: +1

***

# 8
# C5H13N2

A cluster of 2 separate species, C5H13N2 in total in a non-equilibrium geometry (the ωB97M-V functional and the def2-TZVPD basis, the OMol25 dataset).

Geometry (Å):
C1 2.992 -1.184 -0.053
C2 -1.346 0.821 0.960
C3 2.471 1.144 0.047
C4 -3.174 0.045 -0.325
C5 -1.028 -1.005 -0.339
N1 2.134 -0.270 0.112
N2 -1.824 0.066 0.107
H1 2.737 -2.176 -0.010
H2 4.157 -0.938 -0.154
H3 -0.282 0.929 1.132
H4 -1.873 1.764 1.195
H5 3.644 1.242 0.100
H6 2.186 1.487 -0.903
H7 1.917 1.611 0.903
H8 -3.317 0.924 -1.094
H9 -3.354 -0.991 -0.813
H10 -3.787 0.289 0.554
H11 -1.465 -1.939 -0.187
H12 -0.841 -0.923 -1.425
H13 0.053 -0.894 0.194

Properties
E_LUMO (eV): -4.765
Total charge: +1

***

# 9
# C5H13N2

A cluster of 2 separate species, C5H13N2 in total in a non-equilibrium geometry (the ωB97M-V functional and the def2-TZVPD basis, the OMol25 dataset).

Geometry (Å):
C1 0.705 -0.043 -0.009
C2 -0.602 0.586 -0.080
C3 0.728 -1.554 -0.272
C4 2.093 0.563 -0.289
C5 -2.402 -0.696 -0.192
N1 -1.013 1.796 -0.472
N2 0.130 0.278 1.315
H1 1.277 -1.626 -1.206
H2 -0.217 -2.124 -0.219
H3 1.392 -1.909 0.600
H4 2.357 0.686 -1.324
H5 2.806 -0.173 0.162
H6 1.946 1.601 0.152
H7 -1.953 -1.588 -0.645
H8 -2.941 -0.019 -0.972
H9 -2.539 -0.695 0.888
H10 -1.902 1.875 -0.890
H11 -0.260 2.481 -0.412
H12 -0.077 -0.456 1.990
H13 0.470 1.017 1.874

Properties
Expectation value of S²: 2.01
Multiplicity: 3
E_LUMO (alpha / beta) (eV): -2.980 / -6.532
Total charge: +1

***

# 10
# C5H13N2

A cluster of 2 separate species, C5H13N2 in total in a non-equilibrium geometry (the ωB97M-V functional and the def2-TZVPD basis, the OMol25 dataset).

Geometry (Å):
C1 -0.756 -0.719 0.024
C2 0.086 1.543 -1.131
C3 1.814 0.382 0.507
C4 -2.146 -1.263 1.776
C5 0.910 0.352 -0.822
N1 -1.259 -0.399 1.126
N2 1.340 -0.374 -1.886
H1 -1.249 -1.418 -0.651
H2 0.841 2.300 -1.522
H3 -0.781 1.660 -1.783
H4 -0.296 1.752 -0.188
H5 2.222 -0.619 0.802
H6 2.782 0.859 0.256
H7 1.220 0.807 1.376
H8 -1.513 -1.688 2.613
H9 -2.480 -2.031 1.111
H10 -3.102 -0.757 2.265
H11 -0.805 0.436 1.595
H12 1.669 -1.336 -1.870
H13 1.286 -0.006 -2.827

Properties
Expectation value of S²: 2.01
Multiplicity: 3
E_LUMO (alpha / beta) (eV): -3.252 / -6.541
Total charge: +1

***

Computed energy relative to the best compared isomer or geometry (same formula, charge and spin), in the same sequence as the records: 190.4 135.0 467.3 258.6 393.1 118.7 1446.6 414.8 241.2 124.5 kJ/mol.